Computed, not measured: a cluster of 8 separate species, C66H70F14N2O20S in total at a distorted geometry, with ωB97M-V with the def2-TZVPD basis set.

Cartesian coordinates (Å):
C1 -1.70428 7.21304 5.01671
C2 -1.69578 5.67394 5.04985
O1 -0.79010 5.07972 4.12944
C3 0.57303 5.33524 4.42268
C4 1.07875 4.61887 5.68778
O2 2.26966 3.92727 5.35819
C5 2.89126 3.29169 6.46777
C6 2.53203 1.81674 6.56397
O3 3.16439 1.14284 5.49997
C7 2.78566 -0.21421 5.33907
C8 3.18249 -0.65819 3.92913
N1 4.65221 -0.49459 3.83781
C9 2.89874 -2.15063 3.71610
C10 1.42973 -2.60966 3.86742
C11 0.89364 -3.19171 2.58589
F1 1.70768 -4.18531 2.13501
F2 0.84555 -2.26416 1.60486
C12 -0.52646 -3.82675 2.77216
F3 -1.23340 -3.14171 3.67914
F4 -0.34828 -5.06068 3.26421
C13 -1.37481 -3.99638 1.45402
F5 -0.51810 -4.22687 0.45308
F6 -2.13239 -5.07212 1.57635
C14 -2.34082 -2.79067 1.19372
F7 -3.33065 -2.94326 2.01870
F8 -1.74871 -1.67736 1.46040
S1 -3.07203 -2.60491 -0.55952
F9 -3.24436 -1.04928 -0.32932
F10 -1.60275 -2.36781 -1.12438
F11 -2.91988 -4.17218 -0.82104
F12 -4.54628 -2.84271 -0.04337
F13 -3.63344 -2.43475 -2.02556
C15 2.49497 0.22520 2.86760
O4 2.84165 -0.30699 1.61829
C16 2.38103 0.44292 0.50227
C17 3.32785 1.59215 0.13969
N2 2.91730 2.19193 -1.12610
C18 1.78476 3.10549 -1.00855
C19 0.42405 2.59447 -1.55010
C20 0.48847 1.29762 -2.36420
O5 -0.08515 3.68057 -2.34333
O6 1.08666 0.22737 3.02148
C21 0.49238 1.50590 3.23155
C22 -0.98915 1.29075 3.49195
C23 -1.25956 0.57162 4.82030
C24 -2.28710 1.25579 5.70805
F14 -1.69532 -0.74554 4.56798
H1 -1.24618 7.58205 4.09230
H2 -2.73785 7.57261 5.05694
H3 -1.19818 7.64886 5.88421
H4 -1.50711 5.32057 6.07528
H5 -2.68456 5.29376 4.76636
H6 1.15011 4.94744 3.57524
H7 0.75409 6.41937 4.48104
H8 0.29758 3.91154 6.01763
H9 1.26697 5.33728 6.50077
H10 3.97559 3.39268 6.33395
H11 2.61259 3.80612 7.40005
H12 1.43672 1.69653 6.50826
H13 2.88301 1.42957 7.53527
H14 3.34713 -0.84080 6.05233
H15 1.71000 -0.33882 5.53269
H16 5.00620 -1.16072 3.15562
H17 4.88595 0.42258 3.46943
H18 3.51367 -2.69038 4.44739
H19 3.27281 -2.42320 2.72367
H20 0.78147 -1.77012 4.14333
H21 1.32586 -3.37560 4.64276
H22 2.86423 1.25998 2.97841
H23 1.35630 0.80323 0.67863
H24 2.33552 -0.24088 -0.35350
H25 3.33596 2.33624 0.95804
H26 4.32677 1.15426 0.02620
H27 3.71260 2.68313 -1.51617
H28 1.99139 4.00809 -1.59834
H29 1.65230 3.43391 0.03757
H30 -0.27234 2.43233 -0.70920
H31 0.34957 0.42573 -1.71340
H32 1.43000 1.19748 -2.90815
H33 -0.35065 1.29894 -3.07514
H34 -1.00017 3.47257 -2.58430
H35 0.96674 2.02832 4.07941
H36 0.64376 2.14814 2.34653
H37 -1.40478 0.66989 2.68868
H38 -1.49506 2.26329 3.47044
H39 -0.31458 0.48674 5.37908
H40 -3.26042 1.32928 5.21112
H41 -1.92580 2.25097 5.99234
H42 -2.42186 0.67309 6.62851
C25 -6.59523 6.36282 8.18193
C26 -5.30307 6.33477 7.86784
C27 -4.44938 7.54005 8.01310
O7 -3.27164 7.51410 7.72243
C28 -5.08953 8.77820 8.52162
C29 -6.38157 8.80718 8.83641
C30 -7.23733 7.60154 8.69265
O8 -8.41349 7.62666 8.98069
H43 -7.23910 5.49803 8.08467
H44 -4.81247 5.44436 7.49480
H45 -4.44535 9.64293 8.61762
H46 -6.87188 9.69741 9.20909
C31 0.38030 -8.06941 -3.82864
C32 1.09826 -6.98248 -4.09805
C33 0.79438 -5.68518 -3.44651
O9 1.43191 -4.68407 -3.70456
C34 -0.34129 -5.64052 -2.49528
C35 -1.06762 -6.72277 -2.23212
C36 -0.75764 -8.02403 -2.87548
O10 -1.41424 -9.01615 -2.63583
H47 0.57810 -9.02830 -4.29106
H48 1.92147 -6.98534 -4.80070
H49 -0.54258 -4.67797 -2.04252
H50 -1.90513 -6.71215 -1.54567
C37 -3.18024 -4.58282 -7.38263
C38 -3.81867 -3.44913 -7.10575
C39 -3.24815 -2.45535 -6.16233
O11 -3.83755 -1.42674 -5.90189
C40 -1.93440 -2.76532 -5.54570
C41 -1.29529 -3.89787 -5.82575
C42 -1.86942 -4.89741 -6.76031
O12 -1.28970 -5.93496 -7.00064
H51 -3.57701 -5.32589 -8.06254
H52 -4.77619 -3.19678 -7.54330
H53 -1.53944 -2.02586 -4.85986
H54 -0.33633 -4.14866 -5.39014
C43 -2.59181 -14.71962 -3.59402
C44 -1.30536 -14.55178 -3.88675
C45 -0.58527 -13.31108 -3.50157
O13 0.58655 -13.15579 -3.77505
C46 -1.35229 -12.26904 -2.77618
C47 -2.63979 -12.43602 -2.48669
C48 -3.36144 -13.67410 -2.87062
O14 -4.53442 -13.83164 -2.60679
H55 -3.14038 -15.61310 -3.86404
H56 -0.72404 -15.29748 -4.41417
H57 -0.81374 -11.36978 -2.51098
H58 -3.21835 -11.68425 -1.96513
C49 4.17270 6.22752 -1.55293
C50 4.16312 7.55764 -1.55231
C51 5.26674 8.33745 -2.16804
O15 5.26004 9.54902 -2.16591
C52 6.38219 7.57477 -2.78508
C53 6.39119 6.24480 -2.78601
C54 5.28579 5.46694 -2.17239
O16 5.29973 4.25337 -2.17896
H59 3.37966 5.64052 -1.10737
H60 3.36139 8.13397 -1.10861
H61 7.17559 8.16446 -3.22633
H62 7.19251 5.66641 -3.22800
C55 3.54566 -0.87349 -5.57662
C56 3.57244 -1.19993 -6.86608
C57 3.80172 -0.17519 -7.91584
O17 3.82411 -0.47113 -9.09129
C58 4.00002 1.22822 -7.47196
C59 3.97285 1.55540 -6.18292
C60 3.74575 0.53000 -5.13280
O18 3.71647 0.82827 -3.95913
H63 3.37743 -1.60186 -4.79289
H64 3.42955 -2.21514 -7.21412
H65 4.16446 1.95618 -8.25632
H66 4.11215 2.57065 -5.83318
C61 -3.46536 1.42215 -7.25616
C62 -3.24727 1.95687 -6.05830
C63 -2.40774 3.16794 -5.89760
O19 -2.19003 3.64510 -4.80350
C64 -1.82523 3.76798 -7.12484
C65 -2.04715 3.23606 -8.32400
C66 -2.88366 2.01782 -8.48424
O20 -3.07610 1.52815 -9.57646
H67 -4.06253 0.52946 -7.38686
H68 -3.65568 1.52904 -5.15152
H69 -1.21494 4.65050 -6.98051
H70 -1.63122 3.65210 -9.23291

Properties
total charge: 0
E_tot: -5967.22414 hartree
structure (SMILES): CCOCCOCCOC[C@@](N)(CCC(F)(F)C(F)(F)C(F)(F)C(F)(F)S(F)(F)(F)(F)F)[C@@H](OCCNC[C@H](C)O)OCC[C@@H](C)F.O=C1C=CC(=O)C=C1.O=C1C=CC(=O)C=C1.O=C1C=CC(=O)C=C1.O=C1C=CC(=O)C=C1.O=C1C=CC(=O)C=C1.O=C1C=CC(=O)C=C1.O=C1C=CC(=O)C=C1
E_HOMO: -8.54 eV
HOMO-LUMO gap: 6.757 eV
lowest unoccupied orbital energy: -1.784 eV



Computed, not measured: a structure of composition C66H81Ge2N8O3S6V at a distorted geometry, with ωB97M-V with the def2-TZVPD basis set.

Cartesian coordinates (Å):
V1 1.12000 -0.58644 -2.10604
N1 2.59090 -0.18034 -0.69404
C1 3.92810 -0.29704 -1.25114
C2 3.95730 0.64296 -2.45444
N2 2.80640 0.38966 -3.31644
C3 2.32890 1.58006 -4.01654
C4 0.82550 1.77466 -3.77854
N3 0.51670 1.41056 -2.40554
H1 2.47340 0.81706 -0.42624
H2 2.49130 -0.73124 0.16076
H3 4.12170 -1.33204 -1.55234
H4 4.69990 0.00536 -0.52834
H5 4.90800 0.55596 -3.00044
H6 3.85680 1.65546 -2.05144
H7 3.04200 -0.34234 -3.98224
H8 2.52550 1.52036 -5.09394
H9 2.85020 2.45896 -3.62434
H10 0.24520 1.13736 -4.45354
H11 0.57310 2.82296 -3.98584
H12 -0.48500 1.52586 -2.24324
H13 0.99830 2.07236 -1.78144
C5 4.56960 -4.58114 1.46116
C6 3.21960 -4.01334 1.79106
C7 2.07550 -4.45674 1.14566
C8 0.82210 -3.95184 1.46016
C9 -0.38160 -4.48764 0.74486
C10 0.70910 -2.97994 2.45596
C11 1.84750 -2.54214 3.14156
C12 1.73810 -1.60454 4.30626
C13 3.08740 -3.04684 2.77716
C14 -0.62570 -2.56784 2.94616
C15 -1.27190 -3.50914 3.74216
C16 -2.49400 -3.23414 4.32266
C17 -3.06190 -1.99124 4.13146
C18 -2.42460 -1.03934 3.33846
C19 -1.21470 -1.32334 2.72026
Ge1 -0.36720 -0.04804 1.38356
S1 -0.18470 -1.39564 -0.35354
S2 -1.31910 1.80156 0.46536
Ge2 0.62640 2.93926 1.05866
S3 2.27350 3.02486 -0.30444
S4 1.18840 1.22416 2.51316
C20 0.21890 4.85376 1.53556
C21 0.79970 5.43736 2.65386
C22 0.81210 6.82086 2.78856
C23 0.22070 7.61846 1.82546
C24 -0.40210 7.03386 0.73766
C25 -0.38860 5.65336 0.56926
C26 -1.03040 5.08476 -0.63934
C27 -2.31930 4.55426 -0.57054
C28 -3.13960 4.61566 0.68416
C29 -2.88030 3.98526 -1.70654
C30 -2.20970 3.96676 -2.91744
C31 -2.78510 3.26536 -4.11394
C32 -0.97840 4.60336 -2.98944
C33 -0.37200 5.15546 -1.87304
C34 0.96100 5.82706 -2.01064
C35 1.31990 4.60296 3.75746
C36 0.41440 4.17396 4.72616
C37 -1.02980 4.54436 4.60686
C38 0.87040 3.41436 5.79056
C39 2.20700 3.07096 5.90906
C40 2.69210 2.24496 7.06576
C41 3.09650 3.52056 4.94236
C42 2.67360 4.28976 3.86926
C43 3.64330 4.78436 2.83956
C44 -3.07260 0.28816 3.29746
C45 -2.81200 1.16146 4.35316
C46 -1.71560 0.85326 5.32596
C47 -3.59040 2.29946 4.48976
C48 -4.59000 2.60536 3.58026
C49 -5.45810 3.81266 3.77566
C50 -4.78220 1.76196 2.49326
C51 -4.04400 0.59776 2.34736
C52 -4.27220 -0.32624 1.19076
H14 4.47010 -5.54434 0.96676
H15 5.15580 -4.71214 2.36906
H16 5.12050 -3.91024 0.80026
H17 2.15050 -5.22514 0.39066
H18 -0.17110 -4.58564 -0.31834
H19 -1.22950 -3.82144 0.87286
H20 -0.64800 -5.47054 1.13386
H21 0.84640 -1.81744 4.89206
H22 1.66990 -0.57214 3.96396
H23 2.61520 -1.68734 4.94446
H24 3.96880 -2.70334 3.30226
H25 -0.78950 -4.46294 3.91226
H26 -2.98540 -3.97434 4.93816
H27 -4.00080 -1.73324 4.60476
H28 1.29620 7.25996 3.65206
H29 0.23700 8.69596 1.92686
H30 -0.89690 7.64496 -0.00844
H31 -2.64340 5.19486 1.45826
H32 -3.32450 3.61216 1.06476
H33 -4.10280 5.07586 0.46256
H34 -3.86530 3.54626 -1.63614
H35 -3.87250 3.31646 -4.10834
H36 -2.49480 2.21226 -4.09824
H37 -2.41280 3.70126 -5.03964
H38 -0.47950 4.68176 -3.94694
H39 1.31630 5.75986 -3.03664
H40 1.69670 5.35356 -1.36284
H41 0.89880 6.87756 -1.73244
H42 -1.14320 5.59496 4.34296
H43 -1.55030 4.36276 5.54246
H44 -1.50750 3.95196 3.82596
H45 0.16730 3.08066 6.54046
H46 1.86790 1.98136 7.72546
H47 3.43630 2.79456 7.64366
H48 3.15820 1.32596 6.71146
H49 4.14520 3.26556 5.02676
H50 4.66870 4.56616 3.12766
H51 3.53500 5.85856 2.69556
H52 3.44760 4.30586 1.87946
H53 -1.84420 -0.13604 5.76536
H54 -1.69060 1.59196 6.12276
H55 -0.74960 0.86006 4.81736
H56 -3.42460 2.94626 5.33926
H57 -5.17880 4.34646 4.68086
H58 -6.50280 3.51556 3.86126
H59 -5.37150 4.49406 2.93096
H60 -5.54390 1.99816 1.76246
H61 -5.13860 -0.01694 0.61156
H62 -4.41560 -1.35044 1.53306
H63 -3.39700 -0.31804 0.53746
O1 2.52480 -8.28744 -8.25254
S5 1.76170 -8.10684 -7.02914
O2 0.75770 -7.05444 -7.09624
O3 1.30010 -9.33564 -6.39534
C53 2.97860 -7.49524 -5.79094
N4 4.07650 -8.19134 -5.53344
C54 4.82190 -7.77494 -4.52154
C55 4.50340 -6.65844 -3.76204
C56 3.36090 -5.95594 -4.15374
N5 2.61080 -6.40484 -5.16564
C57 2.87810 -4.72684 -3.54704
C58 2.03500 -3.89934 -4.31094
C59 1.55620 -2.73614 -3.77064
N6 1.79150 -2.34094 -2.50124
C60 2.54860 -3.16594 -1.75554
C61 3.12690 -4.32224 -2.23184
H64 5.71760 -8.35504 -4.31664
H65 5.12430 -6.33284 -2.94194
H66 1.78990 -4.21294 -5.31324
H67 0.94260 -2.06364 -4.36704
H68 2.67860 -2.88174 -0.71794
H69 3.74190 -4.92154 -1.57664
C62 -3.30790 -3.87554 -6.73854
C63 -3.27470 -3.76274 -5.22224
N7 -2.74980 -2.45464 -4.86874
C64 -2.07560 -2.08654 -3.76704
S6 -1.10820 -0.72044 -3.90444
N8 -2.14720 -2.70284 -2.58704
C65 -3.24260 -3.49994 -2.07594
C66 -4.54500 -2.70234 -1.99304
H70 -3.70250 -4.84304 -7.03664
H71 -2.30310 -3.78084 -7.14364
H72 -3.93880 -3.09444 -7.16084
H73 -2.62950 -4.54704 -4.81434
H74 -4.28940 -3.88704 -4.82114
H75 -2.54700 -1.86294 -5.66464
H76 -1.57490 -2.24274 -1.86954
H77 -2.94110 -3.81554 -1.07694
H78 -3.38700 -4.39244 -2.68724
H79 -4.41790 -1.84944 -1.33164
H80 -5.33390 -3.33734 -1.60064
H81 -4.84790 -2.34324 -2.97374

Properties
total charge: -1
E_tot: -10714.76390 hartree
E_HOMO (spin up / spin down): -4.79 / -5.70 eV
relative energy (zero: lowest compared OMol25 entry of this formula, charge and spin): 138.2 kJ/mol
HOMO-LUMO gap (spin up / spin down): 6.243 / 6.960 eV
spin multiplicity: 4
lowest unoccupied orbital energy (spin up / spin down): 1.457 / 1.258 eV